Entry 1:
13
Properties=species:S:1:pos:R:3:nbo_charge:R:1 method="wB97M-V/def2-TZVPD" energy_ha=-969.59968 orbital_gap_ev=8.91 lumo_energy_ev=0.43 de_lowest_kcal_mol=23.6 smiles="CSCC(N)=S"
C -0.990 -1.469 0.333 -0.739
C -0.411 0.774 -0.914 -0.608
C 0.980 0.768 -0.323 0.089
H -0.701 -1.932 -0.718 0.229
H -1.881 -2.162 0.736 0.240
H -0.087 -1.521 0.894 0.210
H -0.302 -0.005 -1.682 0.245
H -0.550 1.717 -1.460 0.266
H 2.019 0.987 1.420 0.404
H 0.283 0.884 1.661 0.409
N 1.022 1.140 0.939 -0.786
S -1.760 0.267 0.240 0.179
S 2.377 0.554 -1.126 -0.137


Entry 2:
13
Properties=species:S:1:pos:R:3:nbo_charge:R:1 method="wB97M-V/def2-TZVPD" energy_ha=-969.51417 orbital_gap_ev=8.75 lumo_energy_ev=0.36 de_lowest_kcal_mol=77.3 smiles=SN(S)C1CC1
C 0.794 -0.685 0.786 -0.407
C 0.186 0.544 1.299 -0.424
C -0.571 -0.296 0.290 -0.090
N -0.836 0.131 -1.070 -0.690
S -1.330 -1.267 -2.179 0.146
S -1.672 1.667 -1.377 0.162
H 1.590 -0.571 0.048 0.231
H 0.985 -1.618 1.533 0.219
H -0.466 0.705 2.180 0.225
H 0.491 1.459 1.005 0.218
H -1.328 -0.932 0.823 0.182
H -1.545 -0.405 -3.111 0.108
H -0.672 2.194 -2.235 0.120


Entry 3:
13
Properties=species:S:1:pos:R:3:nbo_charge:R:1 method="wB97M-V/def2-TZVPD" energy_ha=-969.62027 orbital_gap_ev=8.87 lumo_energy_ev=0.51 de_lowest_kcal_mol=10.7 smiles="CNC(=S)CS"
C -0.176 -0.166 -1.602 -0.428
C 0.787 0.435 0.646 0.141
C 0.028 -0.734 1.250 -0.615
H -0.196 0.411 -2.532 0.223
H -1.202 -0.383 -1.224 0.214
H 0.431 -1.093 -1.794 0.209
H 0.860 1.597 -0.918 0.413
H -0.046 -1.582 0.578 0.221
H 0.606 -1.052 2.149 0.267
H -1.816 0.762 0.795 0.122
N 0.488 0.689 -0.616 -0.590
S 1.878 1.322 1.558 -0.174
S -1.641 -0.206 1.712 -0.003


Entry 4:
13
Properties=species:S:1:pos:R:3:nbo_charge:R:1 method="wB97M-V/def2-TZVPD" energy_ha=-969.61723 orbital_gap_ev=9.13 lumo_energy_ev=0.62 de_lowest_kcal_mol=12.6 smiles="S=CNCCS"
C -0.791 -1.034 0.226 -0.513
C 0.481 -0.228 0.288 -0.233
C 0.192 2.143 -0.546 -0.056
H -0.017 -3.322 1.016 0.121
H -1.016 -1.326 -0.785 0.224
H -1.655 -0.444 0.573 0.226
H 1.315 -0.928 0.147 0.210
H 0.592 0.156 1.263 0.210
H 1.088 0.787 -1.589 0.413
H -0.185 2.437 0.416 0.192
N 0.565 0.856 -0.728 -0.583
S -0.887 -2.406 1.433 -0.040
S 0.316 3.310 -1.713 -0.171


Entry 5:
12
Properties=species:S:1:pos:R:3:nbo_charge:R:1 method="wB97M-V/def2-TZVPD" energy_ha=-462.63244 orbital_gap_ev=9.37 lumo_energy_ev=1.06 de_lowest_kcal_mol=65.7 smiles="[H]/N=C/[SiH2]C=C"
C -2.382 -0.709 -0.091 -0.342
C -1.121 -0.379 0.157 -0.664
C 1.953 0.260 -0.076 -0.100
N 2.149 -0.959 0.068 -0.668
Si -0.029 1.125 0.072 0.930
H -2.880 -1.633 0.000 0.201
H -3.002 0.075 -0.588 0.182
H -0.318 -1.187 0.577 0.255
H 2.546 1.105 -0.425 0.137
H 2.922 -1.506 -0.163 0.357
H 0.088 1.588 1.506 -0.148
H 0.074 2.221 -1.037 -0.140


Entry 6:
11
Properties=species:S:1:pos:R:3:nbo_charge:R:1 method="wB97M-V/def2-TZVPD" energy_ha=-193.66722 charge=-1 orbital_gap_ev=5.71 lumo_energy_ev=4.61 de_lowest_kcal_mol=40.0
O 1.837 2.264 0.020 -0.961
H 1.309 1.496 0.390 0.493
C -1.804 -0.551 -0.368 -0.746
C -0.548 -0.390 0.153 -0.241
C 0.550 -1.208 0.325 -0.787
H -2.532 0.262 -0.287 0.157
H 1.701 2.053 -0.850 0.456
H -1.965 -1.244 -1.200 0.145
H -0.762 0.452 0.897 0.159
H 1.416 -0.929 0.993 0.155
H 0.798 -2.205 -0.074 0.169


Entry 7:
11
Properties=species:S:1:pos:R:3:nbo_charge:R:1 method="wB97M-V/def2-TZVPD" energy_ha=-193.68138 charge=-1 orbital_gap_ev=6.49 lumo_energy_ev=4.79 de_lowest_kcal_mol=31.1
O 0.115 -2.478 0.721 -1.052
H 0.675 -2.490 -0.053 0.438
C -0.191 0.168 0.895 -0.823
C 0.391 0.938 -0.130 -0.152
C -0.212 1.394 -1.285 -0.701
H 0.154 0.159 1.931 0.180
H -0.107 -1.413 0.774 0.468
H -1.282 0.060 0.793 0.170
H 1.488 0.878 -0.066 0.150
H 0.263 1.256 -2.245 0.164
H -1.294 1.529 -1.336 0.160


Entry 8:
12
Properties=species:S:1:pos:R:3:nbo_charge:R:1 method="wB97M-V/def2-TZVPD" energy_ha=-268.91168 charge=-1 orbital_gap_ev=6.35 lumo_energy_ev=4.03 de_lowest_kcal_mol=80.5
C 2.322 0.470 0.540 0.291
O 3.472 0.876 0.525 -0.576
H 1.582 0.608 -0.239 0.145
H 1.940 0.220 1.536 0.126
H 0.435 -2.430 -2.989 -0.037
C -2.171 0.836 0.806 -0.784
C -1.234 0.032 0.162 0.236
O -0.249 -0.558 0.696 -0.822
H -2.703 1.611 0.258 0.158
H -2.341 0.849 1.882 0.164
H -1.427 -0.058 -0.923 0.063
H 0.374 -2.454 -2.252 0.035


Entry 9:
12
Properties=species:S:1:pos:R:3:nbo_charge:R:1 method="wB97M-V/def2-TZVPD" energy_ha=-268.96533 charge=-1 orbital_gap_ev=7.00 lumo_energy_ev=4.50 de_lowest_kcal_mol=46.9 smiles=CO[C@@H](C)[O-]
C 1.228 -1.064 0.340 -0.267
O 0.213 -0.904 -0.624 -0.621
H 1.827 -0.151 0.333 0.193
H 1.754 -1.969 0.032 0.154
H 0.835 -1.247 1.350 0.130
O 0.270 1.436 -0.607 -0.915
C -0.504 0.410 -0.404 0.410
C -1.198 0.358 0.993 -0.687
H -1.360 0.358 -1.150 0.044
H -1.542 -0.688 1.080 0.178
H -0.478 0.519 1.794 0.188
H -2.051 1.027 0.974 0.192


Entry 10:
12
Properties=species:S:1:pos:R:3:nbo_charge:R:1 method="wB97M-V/def2-TZVPD" energy_ha=-268.96757 charge=-1 orbital_gap_ev=7.67 lumo_energy_ev=4.67 de_lowest_kcal_mol=45.5 smiles=CO[C@H](C)[O-]
C 0.975 -0.097 1.603 -0.246
O 0.877 -0.219 0.203 -0.704
H 0.130 -0.620 2.058 0.145
H 1.922 -0.476 2.008 0.135
H 0.948 0.979 1.802 0.164
O -1.142 1.080 0.369 -0.856
C -0.703 0.035 -0.197 0.423
C -0.513 0.084 -1.715 -0.662
H -1.131 -0.961 0.091 0.039
H 0.085 -0.768 -2.056 0.184
H 0.033 0.988 -1.962 0.202
H -1.481 -0.026 -2.203 0.176